{
  "formula": "C11H5MnN2O5",
  "method": "wB97M-V/def2-TZVPD",
  "gap_ha": [0.290, 0.177],
  "relative_energy_ev": 3.905,
  "charge": 3,
  "multiplicity": 4,
  "s_squared": 3.85,
  "elements": ["O", "C", "Mn", "O", "C", "C", "O", "C", "O", "C", "O", "H", "N", "C", "C", "C", "C", "N", "C", "C", "H", "H", "H", "H"],
  "xyz": [[-2.938665, -2.899999, -5.408802], [-2.531129, -2.353749, -4.444740], [0.875071, 0.034565, -1.546299], [-1.257115, -2.008610, -1.117648], [-0.630570, -1.323592, -2.033624], [2.460234, 1.366823, -0.741228], [3.385176, 1.909952, -0.373166], [0.262265, 1.326734, -2.662869], [-0.370940, 2.249606, -2.992570], [2.230804, -0.978251, -2.081049], [3.041730, -1.799419, -2.093326], [-1.147978, -1.244091, -3.030401], [-1.349169, 0.669799, 5.674950], [-1.010496, 0.605197, 4.552173], [-0.595950, 0.518217, 3.177003], [0.482663, -0.320057, 2.849138], [0.963153, -0.345749, 1.550010], [0.286691, 0.336024, 0.569231], [-0.715127, 1.172434, 0.831889], [-1.193772, 1.250540, 2.167964], [1.029135, -0.969002, 3.577074], [1.867586, -0.885023, 1.222729], [-1.079930, 1.795697, -0.009705], [-2.063667, 1.891953, 2.363265]],
  "forces_ev_per_a": [[2.313, 3.200, 5.730], [-2.224, -3.106, -5.765], [-1.509, 0.065, 4.458], [4.192, 4.136, -5.507], [-4.273, -3.465, 5.414], [2.128, 0.968, -0.070], [-2.428, -1.256, -0.767], [-3.353, 6.262, -2.946], [3.060, -4.434, 1.207], [5.493, -4.878, -1.597], [-2.918, 3.138, -0.134], [-0.065, -0.604, -0.246], [-0.279, 0.060, 0.999], [0.538, -0.026, -2.740], [0.149, -0.856, 2.287], [2.284, -1.541, 0.029], [-0.970, 0.236, -0.007], [0.535, 0.275, -0.488], [0.120, -0.288, 0.864], [-1.674, 1.889, -1.835], [-0.705, 0.829, -0.347], [-0.631, 0.058, 0.506], [-0.197, -0.489, 0.899], [0.412, -0.172, 0.056]]
}